(1)
{
  "formula": "C40H80O20",
  "method": "wB97M-V/def2-TZVPD",
  "largest_force_ev_per_a": 3.88,
  "relative_energy_kcal_mol": 22.6,
  "lumo_ha": 0.02258,
  "smiles": "CCOC(C)=O.CCOC(C)=O.CCOC(C)=O.CCOC(C)=O.CCOC(C)=O.CCOC(C)=O.CCOC(C)=O.CCOC(C)=O.CCOC(C)=O.CCOC(C)=O",
  "orbital_gap_ha": 0.3806,
  "e_tot_ev": -83728.7346,
  "total_charge": 0,
  "e_homo_ev": -9.74,
  "elements": ["O", "C", "O", "C", "C", "C", "H", "H", "H", "H", "H", "H", "H", "H", "O", "C", "O", "C", "C", "C", "H", "H", "H", "H", "H", "H", "H", "H", "O", "C", "O", "C", "C", "C", "H", "H", "H", "H", "H", "H", "H", "H", "O", "C", "O", "C", "C", "C", "H", "H", "H", "H", "H", "H", "H", "H", "O", "C", "O", "C", "C", "C", "H", "H", "H", "H", "H", "H", "H", "H", "O", "C", "O", "C", "C", "C", "H", "H", "H", "H", "H", "H", "H", "H", "O", "C", "O", "C", "C", "C", "H", "H", "H", "H", "H", "H", "H", "H", "O", "C", "O", "C", "C", "C", "H", "H", "H", "H", "H", "H", "H", "H", "O", "C", "O", "C", "C", "C", "H", "H", "H", "H", "H", "H", "H", "H", "O", "C", "O", "C", "C", "C", "H", "H", "H", "H", "H", "H", "H", "H"],
  "coordinates": [[15.349510, 17.027654, 12.419009], [15.291206, 18.020893, 11.753033], [14.860365, 18.077239, 10.456336], [14.746089, 16.775148, 9.779867], [15.927625, 16.742504, 8.845899], [15.478145, 19.401041, 12.306943], [13.789014, 16.802136, 9.260953], [14.791712, 16.027255, 10.562331], [15.981782, 15.799365, 8.322649], [16.817638, 16.809082, 9.534494], [15.797547, 17.553031, 8.123999], [14.577378, 19.732256, 12.840709], [15.910189, 20.068508, 11.535296], [16.162892, 19.340023, 13.117974], [11.285191, 10.608438, 12.706772], [11.702163, 9.486515, 12.613124], [12.999289, 9.142187, 12.948695], [13.826746, 10.240245, 13.423207], [14.511944, 9.697118, 14.721301], [10.881627, 8.382197, 12.139710], [13.266557, 11.156698, 13.627723], [14.647570, 10.475774, 12.716294], [15.159940, 10.498348, 15.044471], [14.982362, 8.739282, 14.572514], [13.819266, 9.519714, 15.537229], [11.407643, 7.774614, 11.381884], [10.044110, 8.869838, 11.627352], [10.507417, 7.734781, 12.953771], [18.588056, 20.755689, 17.721448], [18.969811, 20.596939, 16.569262], [19.905977, 19.690216, 16.237028], [20.309873, 18.940462, 17.360634], [21.113890, 17.835653, 16.754112], [18.470484, 21.366345, 15.386015], [19.466195, 18.627751, 17.962601], [20.894523, 19.547417, 18.085403], [20.407581, 17.431276, 15.992147], [21.440536, 17.167537, 17.571912], [22.014786, 18.148573, 16.254262], [18.626619, 22.444607, 15.561430], [17.392952, 21.211997, 15.166182], [19.068045, 21.168736, 14.506141], [18.705022, 16.727167, 20.355751], [19.076440, 15.654854, 20.856690], [18.482913, 14.461349, 20.563408], [17.441566, 14.438717, 19.559122], [16.118086, 15.025174, 20.046658], [20.128955, 15.413485, 21.886436], [17.293307, 13.363223, 19.486148], [17.795707, 14.806242, 18.594249], [15.861848, 14.636818, 21.014927], [15.345572, 14.822664, 19.282541], [16.342184, 16.096118, 20.194501], [21.073290, 15.101411, 21.491945], [19.791563, 14.739817, 22.663749], [20.175589, 16.380044, 22.385734], [18.689342, 16.628762, 12.427565], [19.791135, 16.961783, 12.878266], [20.625807, 16.139884, 13.480220], [19.994984, 14.916425, 13.863579], [21.058660, 14.051161, 14.516287], [20.328847, 18.333615, 12.901975], [19.638420, 14.347591, 12.980711], [19.127279, 15.202218, 14.468900], [21.396487, 14.498684, 15.423080], [21.975134, 13.866859, 13.874399], [20.522470, 13.125319, 14.803002], [19.999735, 18.867292, 11.999784], [21.399326, 18.299229, 13.083376], [19.871845, 18.808583, 13.765509], [18.227798, 12.107285, 12.236598], [17.083187, 12.064385, 11.746079], [16.459355, 10.899577, 11.506686], [17.142271, 9.695768, 11.883682], [16.180223, 8.583656, 11.371885], [16.166055, 13.229059, 11.480936], [17.325401, 9.692215, 12.957595], [18.210728, 9.702176, 11.481511], [16.321507, 8.408699, 10.303577], [15.143704, 8.855602, 11.622304], [16.586422, 7.735064, 11.840655], [16.738728, 14.128197, 11.826371], [15.302133, 12.978502, 12.091698], [15.879106, 13.307160, 10.439389], [14.256301, 16.399801, 22.286479], [13.956053, 16.843705, 21.164263], [14.380921, 17.989647, 20.697260], [15.137955, 18.824671, 21.679339], [16.219042, 19.558173, 20.970689], [12.959352, 16.076749, 20.306809], [15.368415, 18.251876, 22.544930], [14.396112, 19.608387, 22.050144], [16.549813, 20.349264, 21.647048], [15.807039, 20.003807, 20.031968], [17.106057, 18.945657, 20.686818], [13.214716, 15.019890, 20.428113], [12.989389, 16.370826, 19.262820], [12.047966, 16.190430, 20.846280], [14.937319, 20.603630, 16.071360], [14.923439, 21.227325, 17.141845], [13.970182, 20.955682, 18.077668], [13.010775, 20.036519, 17.670904], [11.975545, 20.148054, 18.861270], [15.839255, 22.340515, 17.555342], [13.482882, 19.057150, 17.590144], [12.527524, 20.411181, 16.741238], [11.424893, 21.108395, 18.844986], [12.556229, 20.006757, 19.797851], [11.293696, 19.324654, 18.735381], [15.682754, 23.145286, 16.833183], [16.875771, 21.940603, 17.578426], [15.577044, 22.651528, 18.578043], [13.237366, 13.622300, 15.342994], [12.234024, 14.212563, 15.844934], [11.025854, 13.644701, 15.958288], [10.846720, 12.373028, 15.267262], [9.528328, 11.844840, 15.665930], [12.270850, 15.544910, 16.492677], [11.722849, 11.816326, 15.549971], [10.944837, 12.520469, 14.219405], [8.694937, 12.476267, 15.333844], [9.401600, 11.685860, 16.735611], [9.396213, 10.873815, 15.132430], [11.681053, 16.211086, 15.805936], [13.335335, 15.879207, 16.370356], [11.925764, 15.571821, 17.505408], [18.180276, 17.054434, 15.816421], [17.110862, 16.979850, 16.384256], [16.104854, 16.297168, 15.901536], [16.347831, 15.328708, 14.854759], [16.824000, 14.027216, 15.471706], [16.770791, 17.610785, 17.675872], [17.109428, 15.798796, 14.252816], [15.358640, 15.228607, 14.399991], [16.924696, 13.330163, 14.615969], [16.043913, 13.667486, 16.147199], [17.815733, 14.177008, 15.898829], [17.375414, 18.490316, 17.882402], [16.915976, 16.835005, 18.452034], [15.703687, 17.806729, 17.692770]],
  "forces_ev_per_a": [[0.25, -0.56, -0.17], [-1.28, 0.76, -0.19], [0.23, -0.73, 0.49], [0.13, 1.15, 0.36], [0.35, -0.24, 0.98], [0.41, 0.24, -0.39], [-0.02, -0.16, 0.12], [-0.20, -0.32, -0.14], [0.03, -0.32, -0.27], [-0.53, 0.26, -1.17], [0.59, -0.04, 0.18], [-0.09, 0.18, -0.82], [-0.79, -0.07, 0.53], [0.92, -0.23, 0.59], [-0.06, 0.35, 0.06], [1.90, 0.67, 0.85], [-1.19, 0.97, -0.67], [1.13, -0.95, 1.44], [-1.09, 0.95, -0.69], [-0.86, -1.23, -1.10], [-0.13, -0.38, -0.10], [-0.91, -0.27, 0.05], [0.68, -0.10, 0.24], [0.62, -0.08, -0.36], [-0.49, 0.19, 0.00], [-0.09, 0.10, 0.57], [-0.02, -0.38, 0.27], [0.30, 0.33, -0.37], [0.32, -0.07, -1.16], [-0.34, 0.04, 0.47], [-1.20, 1.52, 0.35], [1.67, -0.04, 1.05], [-0.70, -0.93, 0.31], [-0.19, 0.92, -0.38], [-0.24, -0.46, -0.32], [-0.14, 0.06, -0.64], [0.91, -0.59, 0.75], [-0.43, -0.25, -0.64], [0.28, 0.53, -0.19], [-0.27, -0.36, 0.25], [0.65, -0.12, 0.35], [-0.01, -0.42, -0.20], [1.20, -2.32, 1.15], [-1.83, 0.36, -1.49], [0.30, 1.24, -0.23], [-0.47, -1.32, 0.58], [1.35, 0.98, -0.69], [-0.79, 1.59, 0.89], [0.06, -0.11, -0.47], [0.03, 0.28, 0.21], [-0.26, -0.43, 0.30], [0.28, 0.31, 0.46], [-0.79, -0.30, -0.17], [0.46, -0.08, -0.33], [-0.13, -0.50, -0.24], [0.75, 0.10, 0.02], [1.80, 0.56, 0.68], [-2.11, -0.17, -0.99], [-0.08, -0.47, 0.15], [0.47, -1.23, -0.82], [-0.32, -0.52, -0.26], [-0.26, 0.60, -0.42], [-0.03, 0.64, 0.29], [0.40, -0.42, 0.17], [0.37, 0.42, 0.78], [-1.38, 0.07, 0.51], [0.68, 0.11, -0.29], [0.42, -0.05, 0.29], [0.06, 0.27, -0.32], [-0.09, 0.18, 0.19], [-2.65, 0.05, -1.21], [2.34, -0.26, 1.07], [0.49, 0.63, -0.05], [0.55, -0.12, -1.10], [1.39, 1.58, -0.03], [1.51, 0.28, 0.79], [-0.53, -0.06, 0.20], [-1.54, -0.19, -0.02], [-0.26, 0.35, 0.00], [0.52, -0.59, -0.06], [-0.31, -1.64, 0.78], [-0.95, -0.53, -0.32], [-0.32, 0.59, 0.01], [-0.03, -0.05, -0.14], [-0.54, 0.83, -2.00], [-0.11, -1.96, 2.58], [0.67, 1.04, 0.42], [-2.24, 1.33, -0.51], [0.83, -0.06, -1.04], [1.75, -0.14, 0.37], [0.60, -0.69, 0.28], [0.60, -1.04, -0.58], [0.12, 0.09, -0.23], [0.35, -0.15, 0.78], [-0.67, 0.25, 0.28], [0.03, 0.16, -0.23], [-0.40, 0.14, 0.06], [-1.11, 0.33, -0.16], [0.36, 1.41, 1.95], [-0.66, -1.37, -1.43], [2.20, 1.43, -0.66], [-2.38, 0.57, 1.23], [1.18, -0.55, -0.84], [0.05, -0.65, 0.51], [-0.40, -0.11, -0.26], [0.47, -0.75, 0.34], [0.48, -0.53, 0.02], [-0.58, 0.20, -0.47], [-0.58, -0.26, 0.24], [0.36, 0.02, 0.16], [-0.60, 0.50, -0.24], [0.06, 0.09, -0.48], [-3.17, 1.89, 1.18], [2.33, -2.85, -0.45], [0.32, 0.47, -0.66], [0.88, 0.98, 0.98], [-1.12, -1.28, -0.55], [1.44, 1.31, -2.27], [0.04, -0.87, 0.23], [-0.13, 0.30, -0.94], [0.32, 0.06, 0.01], [0.24, -0.04, 0.02], [0.00, 0.53, 0.50], [0.24, -0.36, 0.97], [-0.92, -0.10, 0.54], [-0.34, -0.07, 0.36], [0.32, 0.03, 0.19], [0.80, 0.36, -0.63], [-1.41, -0.72, 0.53], [-0.11, 0.39, 0.57], [-0.35, 0.15, -1.20], [-0.27, -0.36, 0.72], [-0.13, -0.22, -0.88], [0.50, -0.02, -0.31], [0.04, 0.03, 0.55], [0.40, -0.14, 0.16], [-0.16, -0.24, 0.38], [-0.12, -0.08, 0.07], [0.24, 0.61, -0.31], [-0.11, 0.37, 0.02]]
}

(2)
{
  "formula": "C18H57BO9Pt",
  "method": "wB97M-V/def2-TZVPD",
  "s_squared": 3.756,
  "largest_force_ev_per_a": 4.54,
  "lumo_ha": [0.08528, 0.07110],
  "spin_multiplicity": 4,
  "orbital_gap_ha": [0.0837, 0.2617],
  "e_tot_ev": -41931.6644,
  "total_charge": -1,
  "e_homo_ev": [0.04, -5.19],
  "elements": ["Pt", "B", "H", "H", "H", "H", "C", "C", "O", "H", "H", "H", "H", "H", "C", "C", "O", "H", "H", "H", "H", "H", "H", "C", "C", "O", "H", "H", "H", "H", "H", "H", "C", "C", "O", "H", "H", "H", "H", "H", "H", "C", "C", "O", "H", "H", "H", "H", "H", "H", "C", "C", "O", "H", "H", "H", "H", "H", "H", "C", "C", "O", "H", "H", "H", "H", "H", "H", "C", "C", "O", "H", "H", "H", "H", "H", "H", "C", "C", "O", "H", "H", "H", "H", "H", "H"],
  "coordinates": [[-11.289080, -14.527090, -1.798870], [-10.944200, -12.552250, -0.671610], [-10.590180, -11.784630, -0.001040], [-11.977810, -12.507620, -0.978040], [-10.328450, -12.655150, -1.551670], [-10.829420, -13.496020, -0.161350], [-9.635170, -17.716040, 0.616430], [-9.027880, -16.392760, 0.130420], [-9.585620, -15.734280, -1.012540], [-9.061390, -18.174170, 1.422030], [-9.721940, -18.516810, -0.117970], [-10.624400, -17.574410, 1.051700], [-7.975480, -16.549020, -0.106520], [-8.832790, -15.706660, 0.954620], [-5.874180, -11.771690, -0.642970], [-7.313040, -12.224340, -1.025260], [-8.180570, -11.441430, -0.222080], [-5.726370, -11.943540, 0.423200], [-5.537340, -10.771650, -0.916010], [-5.152990, -12.494200, -1.025020], [-7.429140, -13.273380, -0.752990], [-7.571110, -12.156560, -2.082100], [-9.000550, -11.936980, -0.161400], [-14.470120, -14.290850, 0.391710], [-13.153660, -15.037310, 0.678080], [-12.813460, -15.575390, -0.593520], [-14.168550, -13.563780, -0.362300], [-14.906670, -13.854590, 1.290150], [-15.263370, -14.900690, -0.040670], [-13.284410, -15.967920, 1.230320], [-12.399250, -14.396990, 1.135210], [-13.226100, -16.438170, -0.676780], [-7.244440, -9.827310, 4.238330], [-7.520880, -10.705140, 3.048120], [-8.499230, -10.120980, 2.266730], [-7.098210, -8.831060, 3.820960], [-6.386120, -9.954750, 4.897990], [-8.142690, -9.816150, 4.855680], [-7.738170, -11.731280, 3.344650], [-6.587360, -10.740630, 2.486530], [-8.499060, -10.581280, 1.424280], [-14.428230, -13.723120, -4.913780], [-14.209710, -14.181760, -3.447320], [-13.015940, -13.606050, -2.926870], [-13.567300, -13.956640, -5.540170], [-14.611810, -12.655560, -5.035100], [-15.200840, -14.335800, -5.378310], [-14.027110, -15.256270, -3.433780], [-15.049880, -14.017280, -2.772660], [-13.064520, -12.651880, -3.020650], [-15.546240, -10.677490, -1.990560], [-13.991200, -10.291370, -1.872440], [-13.300230, -10.957630, -2.911890], [-16.133990, -10.400440, -1.115410], [-15.593510, -11.765470, -1.943990], [-16.034350, -10.305740, -2.891480], [-13.470570, -10.532050, -0.945560], [-13.918130, -9.236970, -2.138930], [-12.409070, -10.602250, -2.878170], [-11.609170, -12.153330, 3.056210], [-11.957090, -10.763600, 2.536260], [-12.494980, -10.835280, 1.232010], [-11.538530, -12.138720, 4.143820], [-10.716180, -12.614100, 2.633890], [-12.407600, -12.890480, 2.971180], [-11.058070, -10.147660, 2.514060], [-12.642580, -10.290910, 3.239660], [-11.915410, -11.314520, 0.635340], [-9.967710, -7.830170, -2.946530], [-10.279270, -8.874440, -1.890090], [-10.553140, -10.073330, -2.558800], [-9.650110, -6.899070, -2.477170], [-10.807030, -7.589560, -3.599030], [-9.202270, -8.160740, -3.648600], [-11.209390, -8.614920, -1.384500], [-9.438720, -9.038700, -1.215860], [-10.545000, -10.779010, -1.907990], [-9.508940, -12.594270, -5.430070], [-10.308250, -13.759150, -4.955470], [-9.909520, -14.170180, -3.653430], [-8.446540, -12.808280, -5.313380], [-9.639470, -11.588840, -5.029860], [-9.760280, -12.502950, -6.486750], [-10.285850, -14.643110, -5.592820], [-11.378120, -13.557080, -5.006820], [-8.953670, -14.146600, -3.739420]],
  "forces_ev_per_a": [[0.69, -3.26, 0.71], [-0.44, 0.60, -0.55], [1.12, 2.57, 2.31], [-3.82, 1.31, -0.73], [2.75, 0.82, -3.33], [0.65, -3.59, 2.69], [-0.46, 0.14, 0.24], [0.11, 0.67, -1.11], [0.00, -0.41, 0.16], [0.45, 0.28, 0.19], [0.00, 0.39, -0.46], [-0.21, 0.14, -0.19], [0.37, -0.62, -0.58], [-0.91, 0.34, 0.67], [-0.07, -1.35, -0.25], [1.29, 0.46, 0.97], [0.07, 0.15, -0.10], [-0.40, 0.47, 0.22], [-0.45, 0.02, -0.06], [0.08, 0.05, -0.62], [0.07, -0.16, 0.01], [0.15, 0.37, -0.17], [-0.52, -0.01, -0.10], [0.48, 0.10, 0.65], [-2.07, -0.95, -0.22], [1.41, 1.29, -0.25], [-0.38, 0.46, 0.20], [0.17, 0.49, 0.00], [0.36, -0.43, -0.06], [-0.18, 0.45, 1.01], [0.13, -0.18, -0.45], [-0.18, -1.13, -0.62], [-0.77, 1.06, 0.28], [1.95, -0.56, 0.33], [-0.93, 0.50, 0.18], [-0.22, 0.26, 0.11], [0.09, -0.86, -0.33], [-0.01, 0.25, 0.19], [-0.33, -0.19, 0.05], [0.26, -0.27, -0.30], [0.10, -0.11, -0.50], [0.08, -0.57, 0.43], [0.52, -0.24, -1.07], [-0.21, -0.62, -0.30], [0.38, -0.02, 0.32], [-0.27, -0.04, 0.20], [-0.47, 0.27, 0.15], [-0.07, -0.16, -0.03], [-0.14, 0.33, -0.14], [-0.07, 1.05, 0.30], [1.79, -0.50, 1.05], [-2.00, 0.19, -0.88], [-0.26, -0.45, -0.75], [0.21, 0.52, 0.04], [-0.03, -0.15, -0.43], [0.34, 0.01, -0.02], [-0.73, 0.17, 0.39], [0.04, 0.36, 0.63], [0.78, 0.10, -0.24], [-0.29, -0.40, 0.92], [0.79, -0.87, -0.33], [-1.33, 0.88, 0.42], [0.65, 0.29, 0.21], [0.08, 0.27, -0.07], [-0.37, 0.20, -0.69], [0.19, 0.05, 0.19], [-0.42, 0.05, -0.42], [0.28, -0.22, 0.10], [0.15, 0.34, -0.13], [-0.34, 0.46, -0.65], [-0.20, -0.82, -0.92], [0.09, 0.04, -0.01], [-0.38, -0.13, 0.28], [0.32, -0.15, 0.30], [0.26, 0.47, 0.66], [-0.07, 0.30, 0.25], [0.13, -0.63, 0.22], [0.45, 0.25, -1.13], [-1.40, -0.24, 0.20], [0.04, 0.40, -0.54], [0.23, -0.07, -0.33], [-0.60, -0.34, 0.68], [0.43, 0.10, -0.30], [0.79, 0.04, -0.44], [-0.05, 0.36, 0.79], [0.32, -0.39, 0.91]]
}